Entry 1:
The following is a quantum chemistry calculation of a 4-piece molecular cluster, C53H41Cl2NO10P overall, from the OMol25 dataset.

ORCA input file:
```
! RIJCOSX wB97M-V def2-TZVPD def2/J DEFGRID3
* xyz 1 1
Cl 4.75 1.61 -6.89
Cl 3.37 0.22 -1.07
P 4.48 -1.03 -2.28
O 7.51 4.78 -1.96
O 5.83 5.12 -0.60
O -3.62 -1.62 2.07
O -2.60 -0.87 10.24
O 5.51 -1.75 -1.25
O -6.07 0.89 -3.31
O -1.36 2.82 0.14
O -3.21 -2.11 -6.68
O 8.67 3.27 -3.08
O 0.22 -3.84 6.81
N 5.55 0.07 -3.26
C -0.85 -1.40 2.29
C -3.36 1.67 0.61
C -5.33 0.35 1.06
C 7.30 3.53 0.22
C -3.10 -3.05 -2.61
C -3.11 -0.60 1.66
C -6.05 1.94 -7.36
C -2.62 0.21 6.20
C -1.88 1.82 0.61
C 6.81 4.54 -0.79
C -1.13 -1.63 5.78
C 6.81 -0.11 -3.22
C -6.12 1.38 0.56
C -3.12 -2.79 -3.97
C -1.64 -0.41 1.72
C -2.65 -0.12 7.55
C -1.85 -0.54 5.32
C 7.62 3.66 -2.78
C 6.40 2.01 -4.32
C -0.31 -4.01 11.77
C 5.11 1.17 -4.15
C -4.58 -0.91 -3.57
C -6.09 1.62 -6.01
C 2.00 -0.26 -4.63
C 0.53 -1.25 2.33
C -3.80 -2.24 -1.73
C -5.27 1.18 -8.23
C 1.12 -0.11 1.80
C -1.17 -1.97 7.12
C -5.37 0.54 -5.53
C -4.54 -1.17 -2.21
C 0.33 0.88 1.23
C -4.60 -0.24 -6.41
C 0.34 -4.54 9.52
C -1.92 -1.20 8.02
C 7.43 0.87 -4.15
C -1.05 0.74 1.19
C -3.95 0.49 1.09
C -0.40 -3.15 7.60
C -4.15 2.69 0.13
C -1.93 -1.52 9.47
C -4.56 0.09 -7.75
C -3.84 -1.41 -5.91
C 2.76 0.98 -5.18
C 0.38 -4.82 10.88
C 4.27 0.74 -5.40
C -1.11 -2.67 9.95
C 6.30 3.08 -3.21
C -3.85 -1.71 -4.45
C -1.06 -2.94 11.31
C -0.39 -3.46 9.05
C -5.53 2.55 0.11
C -5.40 0.23 -4.07
H -1.61 -2.32 12.01
H 7.45 0.34 -5.12
H 7.27 3.98 1.21
H 1.02 -0.32 -5.08
H -3.96 -0.50 -8.43
H -5.23 1.43 -9.28
H 5.71 3.90 -3.62
H 4.37 -0.33 -5.61
H -3.24 0.47 8.24
H 2.56 1.87 -4.59
H -6.69 2.21 -5.33
H -6.15 3.36 -0.27
H -3.19 1.06 5.84
H 8.33 3.27 -0.01
H 4.36 1.66 -3.53
H 0.79 1.77 0.81
H 8.47 1.12 -4.04
H -5.79 -0.56 1.42
H 2.34 1.18 -6.17
H 1.14 -2.01 2.79
H 2.19 0.01 1.82
H 6.67 2.65 0.20
H -1.30 -2.29 2.71
H 1.85 -0.13 -3.56
H 2.60 -1.15 -4.81
H -0.54 -2.22 5.09
H 0.88 -5.17 8.82
H -2.52 -3.89 -2.23
H 5.76 2.74 -2.32
H -7.19 1.26 0.54
H -2.57 -3.42 -4.65
H -3.70 3.61 -0.24
H -0.27 -4.22 12.83
H 0.96 -5.66 11.24
H 5.72 -1.13 -0.53
H 6.57 2.51 -5.26
H -6.62 2.78 -7.73
H -3.77 -2.44 -0.66
H 7.35 -0.86 -2.65
H -1.82 -0.28 4.27
H -5.10 -0.54 -1.52
*
```

## Properties
- HOMO energy: -10.9139 eV
- Orbital gap: 0.2306 Eh
- Relative energy (zero: lowest compared OMol25 entry of this formula, charge and spin): 0.000 eV

Mulliken atomic charge list, values in e, 99 entries: -0.1681, -0.0559, 0.1569, -0.3399, -0.4015, -0.7061, -0.6535, -0.4340, -0.6553, -0.6890, -0.6731, -0.4399, -0.6800, 0.2679, -0.4929, 0.1971, -0.4101, -0.8728, -0.7567, 0.4749, -0.5022, -0.9290, 0.5826, 0.5650, -0.2597, 0.1581, -0.4590, -0.6982, 0.2855, -0.6745, 0.3779, 0.2908, 0.4125, -0.4725, -1.2449, 0.1359, -0.4933, -0.9512, -0.7209, -0.4058, -0.4839, -0.6046, -0.2611, 0.1758, -0.4992, -1.2276, 0.1612, -0.5357, 0.0651, -1.4395, 0.5045, 0.3063, 0.5153, -0.7039, 0.6640, -0.5512, 0.6270, -0.8555, -0.4908, -0.1196, 0.1817, -1.0752, 0.3097, -0.5494, 0.1655, -0.5441, 0.4616, 0.4729, 0.4251, 0.3447, 0.4107, 0.4735, 0.4054, 0.4142, 0.4695, 0.4839, 0.4502, 0.4783, 0.4377, 0.4331, 0.3583, 0.6525, 0.5955, 0.4901, 0.4677, 0.4913, 0.5036, 0.6177, 0.2118, 0.6634, 0.1080, 0.2897, 0.5017, 0.4638, 0.4413, 0.4351, 0.4286, 0.5072, 0.5037



Entry 2:
The following is a quantum chemistry calculation of C32H23ClN6O6SSr as an isolated structure, from the OMol25 dataset.

ORCA input file:
```
! RIJCOSX wB97M-V def2-TZVPD def2/J DEFGRID3
* xyz 0 1
Sr 0.75 -1.12 -0.80
Cl -0.02 -3.94 -6.54
S -0.45 -3.72 0.52
O 2.58 -2.49 -7.22
O -0.78 -0.04 0.64
O 3.54 -0.76 -3.15
O 1.68 0.30 -2.45
O 3.91 -1.73 -5.63
O 1.99 6.76 0.70
N -2.46 -2.06 1.09
N 0.32 -1.99 -3.27
N -0.26 -2.86 -4.12
N 1.43 3.60 5.24
N 1.98 0.30 0.98
N 1.04 2.43 5.31
C 2.31 -0.57 -3.10
C 2.74 5.97 2.77
C 1.63 -2.22 -5.09
C -1.10 0.59 2.91
C -2.83 -5.43 -3.39
C 0.62 5.19 1.93
C 0.49 -3.00 -5.24
C -3.71 -1.71 1.48
C -4.61 -2.65 1.87
C -3.58 -3.30 -2.57
C 1.10 0.70 1.95
C -4.18 -3.99 1.90
C 0.66 1.70 4.13
C 1.57 1.40 3.08
C -0.31 0.40 1.79
C -1.48 -3.49 -3.70
C -2.00 -3.34 1.07
C 1.45 -1.59 -3.84
C 3.24 0.65 1.04
C -1.66 -4.85 -3.87
C 1.47 4.35 4.02
C 2.74 -2.13 -6.08
C -3.78 -4.66 -2.74
C -2.42 -2.70 -3.06
C 2.94 1.75 3.12
C 0.47 4.38 3.05
C -0.61 1.21 4.08
C 1.76 5.96 1.78
C -2.92 -4.32 1.51
C 1.05 6.74 -0.35
C 3.76 1.42 2.09
C 2.58 5.19 3.89
H -2.98 -6.50 -3.51
H -1.78 -1.28 0.94
H -0.42 3.77 3.15
H 1.45 7.40 -1.12
H 3.90 -1.51 -4.66
H 3.88 0.32 0.23
H 3.31 5.20 4.69
H -4.86 -4.76 2.23
H -4.32 -2.70 -2.06
H -5.61 -2.35 2.17
H 0.08 7.12 -0.02
H 3.32 2.29 3.98
H -2.26 -1.64 -2.95
H -2.15 0.32 2.87
H -4.68 -5.13 -2.36
H 3.61 6.61 2.64
H 0.93 5.74 -0.77
H 4.81 1.70 2.08
H -0.90 -5.45 -4.34
H -2.58 -5.35 1.53
H -1.28 1.37 4.92
H -3.91 -0.65 1.44
H -0.17 5.19 1.19
*
```

## Properties
- HOMO energy: -7.7053 eV
- Orbital gap: 0.2725 Eh
- Relative energy (zero: lowest compared OMol25 entry of this formula, charge and spin): 0.396 eV

Here is what Mulliken gives for the atomic charges, in e: 1.8231, -0.1212, -0.4020, -0.5782, -1.3607, -0.8178, -0.8318, -0.5194, -0.4522, 0.3282, -0.4542, 0.3282, -0.3108, -0.5774, -0.6582, 0.3480, -0.6809, 0.0278, -0.3543, -0.7606, -0.3967, 0.2154, -0.1057, -0.8303, -0.6096, 0.4838, -0.0735, -0.1900, 1.2261, 0.9120, 0.4138, 0.5751, 0.5755, -0.4694, -0.3669, -0.1317, 0.3815, -0.5520, -0.3605, -0.6901, -0.4634, -0.7261, 0.9132, -0.8538, -0.8012, -0.9415, -0.1462, 0.3802, -0.0382, 0.4739, 0.2368, 0.4599, 0.4719, 0.4611, 0.3796, 0.4170, 0.4422, 0.3292, 0.5696, 0.5835, 0.0979, 0.4173, 0.4389, 0.3241, 0.4302, 0.4492, 0.4257, 0.3914, 0.5014, 0.3936



Entry 3:
The following is a quantum chemistry calculation of C11H13F2N3O2S2SbSe4Zr as an isolated structure, from the OMol25 dataset.

ORCA input file:
```
! RIJCOSX wB97M-V def2-TZVPD def2/J DEFGRID3
* xyz -1 1
Sb -0.89 1.84 -3.03
Zr -0.41 -0.39 -0.60
Se 0.94 2.97 -4.13
Se -3.18 2.35 -3.60
Se -0.58 -0.67 -3.22
Se -0.69 2.23 -0.53
S 4.52 0.69 -0.73
S 0.68 0.87 4.28
F 1.04 -2.09 0.66
F -0.32 -2.97 -0.87
O -1.65 -1.25 0.79
O -3.44 -2.09 1.82
N -2.86 -0.20 -1.18
N 0.34 0.42 1.81
N 2.04 0.30 -0.41
C 1.69 0.60 2.00
C -0.32 0.56 2.93
C -1.80 0.51 3.08
C 2.83 -0.06 -2.77
C 2.07 0.84 3.29
C -3.73 -0.94 -0.28
C 2.57 0.60 0.83
C 0.90 -2.24 -0.76
C 3.90 0.86 0.84
C 2.97 0.28 -1.33
C -2.94 -1.51 0.89
H 3.06 1.00 3.67
H -4.21 -1.78 -0.79
H -2.11 1.11 3.93
H 3.80 -0.30 -3.19
H -2.14 -0.52 3.21
H -2.94 -0.53 -2.14
H -2.26 0.91 2.18
H 2.38 0.79 -3.31
H 4.51 1.14 1.68
H -4.52 -0.32 0.13
H 2.15 -0.90 -2.88
H 1.68 -2.94 -1.07
H -3.11 0.79 -1.23
*
```

## Properties
- HOMO energy: -4.4497 eV
- Orbital gap: 0.2343 Eh
- Relative energy (zero: lowest compared OMol25 entry of this formula, charge and spin): 0.573 eV

Here is what Mulliken gives for the atomic charges, in e: 0.9523, 0.7510, -0.6812, -0.6786, -0.6762, -0.4947, -0.2396, -0.2547, -0.1705, -0.2107, -0.2486, -0.7018, -0.2968, 0.5306, 0.7058, -0.2877, 0.4581, -1.2175, -0.8515, -0.5141, -0.6896, -0.0809, -0.2085, -0.6041, 0.5058, 0.4618, 0.4087, 0.3328, 0.5221, 0.4544, 0.2458, 0.3402, 0.1145, -0.0103, 0.3999, 0.3589, 0.1468, 0.2616, 0.1663



Entry 4:
The following is a quantum chemistry calculation of H18O9 as an isolated structure, from the OMol25 dataset.

ORCA input file:
```
! RIJCOSX wB97M-V def2-TZVPD def2/J DEFGRID3
* xyz 0 1
O -2.15 -0.55 0.98
O 1.56 -1.40 -0.45
O -2.06 -0.77 -2.17
O 0.16 1.98 -1.49
O -0.26 0.03 -0.33
O 1.66 -0.58 1.56
O 0.99 1.41 1.19
O -1.02 0.59 2.21
O -0.09 -1.84 -2.21
H -2.77 0.14 0.72
H -0.43 0.03 0.61
H -2.22 -0.02 -2.74
H -0.06 1.14 -1.07
H 0.67 -0.19 -0.41
H -0.17 0.46 2.63
H -1.45 -0.08 1.44
H 0.34 -1.83 -3.07
H 0.60 -1.61 -1.59
H 1.63 1.96 1.64
H -1.11 -0.84 -2.13
H 1.38 -1.54 0.48
H 1.29 0.29 1.44
H 0.30 2.01 0.91
H -0.34 1.97 -2.31
H -1.55 1.02 2.87
H 2.58 -0.42 1.79
H 2.52 -1.34 -0.50
*
```

## Properties
- HOMO energy: -8.6641 eV
- Orbital gap: 0.3007 Eh
- Relative energy (zero: lowest compared OMol25 entry of this formula, charge and spin): 9.875 eV

Here is what Mulliken gives for the atomic charges, in e: -0.8146, -0.7216, -0.5922, -0.7700, -0.7762, -0.7971, -0.4863, -0.4925, -0.6628, 0.2453, 0.2079, 0.2481, 0.5599, 0.8737, 0.2692, 0.2449, 0.3092, 0.3626, 0.2617, 0.3570, 0.3852, 0.4086, 0.3065, 0.2850, 0.3006, 0.2325, 0.2556



Entry 5:
The following is a quantum chemistry calculation of one molecule with the formula C27H28N4, from the OMol25 dataset.

ORCA input file:
```
! RIJCOSX wB97M-V def2-TZVPD def2/J DEFGRID3
* xyz 0 1
N 2.59 3.17 2.98
N -1.07 1.63 -2.00
N -5.41 -2.33 0.45
N 7.16 0.63 -3.16
C 3.31 4.24 2.32
C -3.67 -0.66 0.29
C 2.30 1.06 -2.79
C 2.70 -1.30 -3.00
C 4.07 -1.06 -3.14
C -1.34 -1.30 0.08
C 2.51 1.69 1.04
C 0.67 0.13 0.74
C -6.42 -1.40 -0.05
C 3.68 1.31 -2.97
C 4.58 0.24 -3.08
C 2.00 2.12 2.30
C 0.85 1.45 2.78
C -1.70 -2.65 0.32
C 1.84 -0.25 -2.62
C 0.41 -0.54 -1.98
C -0.38 0.69 -1.97
C -2.32 -0.33 0.25
C -0.28 -1.67 -2.82
C 0.08 -0.84 -0.29
C -5.94 -3.43 1.20
C -3.04 -3.00 0.47
C 0.18 0.50 2.02
C 1.90 0.64 0.37
C 6.00 0.47 -3.12
C 2.44 3.36 4.41
C -4.07 -2.01 0.40
H -5.16 -4.16 1.42
H -1.10 -2.10 -2.23
H -3.32 -4.05 0.59
H 2.39 0.25 -0.51
H -0.74 0.10 2.45
H 1.64 1.93 -2.75
H 2.71 5.16 2.25
H 3.27 4.00 4.74
H 2.36 -2.33 -3.13
H -2.04 0.73 0.32
H -6.11 -0.96 -1.02
H -0.94 -3.43 0.42
H -6.73 -3.91 0.61
H 4.21 4.47 2.91
H -6.40 -3.10 2.14
H -6.64 -0.57 0.64
H 1.50 3.87 4.69
H -4.43 0.12 0.25
H 0.76 -1.65 -0.53
H 3.36 2.19 0.58
H 4.06 2.33 -2.98
H 2.49 2.41 4.95
H 0.42 -2.47 -3.07
H 3.61 3.95 1.31
H -0.67 -1.28 -3.77
H 4.77 -1.89 -3.26
H 0.45 1.80 3.75
H -7.35 -1.96 -0.21
*
```

## Properties
- HOMO energy: -7.3571 eV
- SMILES: CN(C)c1ccc(C(c2ccc(N(C)C)cc2)[C@@](C)(C#N)c2ccc(C#N)cc2)cc1
- Orbital gap: 0.2666 Eh

Here is what Mulliken gives for the atomic charges, in e: 0.0832, -0.7110, 0.0921, -0.5308, -0.9099, -0.5625, -0.0168, -0.6943, -0.8280, -0.1684, -0.7305, -0.1591, -1.1400, -0.5567, 0.5630, 1.1013, -0.6748, -0.3435, -0.3034, 2.2002, -0.4018, -0.6422, -1.3808, -0.0353, -0.9252, -0.8195, -0.5899, -0.9076, -0.0959, -1.1302, 1.2185, 0.2827, 0.3892, 0.2395, 0.5588, 0.4485, 0.3815, 0.2929, 0.3245, 0.2230, 0.4900, 0.3941, 0.3759, 0.3133, 0.3141, 0.3097, 0.3251, 0.3225, 0.3503, 0.4502, 0.2743, 0.4758, 0.3778, 0.3399, 0.2752, 0.3476, 0.4478, 0.3603, 0.3155



Entry 6:
The following is a quantum chemistry calculation of one molecule with the formula C4H7NO, from the OMol25 dataset.

ORCA input file:
```
! RIJCOSX wB97M-V def2-TZVPD def2/J DEFGRID3
* xyz 0 1
O 1.79 0.79 0.41
N -0.86 0.41 1.22
C 0.32 -1.16 -0.20
C 0.86 0.27 -0.49
C -1.06 -0.54 0.15
C -0.56 0.75 -0.31
H 0.83 -1.72 0.59
H 0.27 -1.76 -1.11
H 1.38 0.66 1.29
H -2.02 -0.96 -0.11
H -0.99 1.43 0.95
H -1.21 1.40 -0.89
H 1.24 0.43 -1.50
*
```

## Properties
- HOMO energy: -9.3366 eV
- SMILES: O[C@H]1C[C@H]2N[C@@H]12
- Orbital gap: 0.3804 Eh
- Relative energy (zero: lowest compared OMol25 entry of this formula, charge and spin): 4.615 eV

Here is what Mulliken gives for the atomic charges, in e: -0.5862, -0.5859, -0.6106, -0.3214, -0.0589, -0.3697, 0.2912, 0.2858, 0.4377, 0.3648, 0.3041, 0.4559, 0.3934



| no. | total energy (Eh) |
| --- | --- |
| 1 | -4113.01716 |
| 2 | -2902.43347 |
| 3 | -11631.16703 |
| 4 | -687.66291 |
| 5 | -1264.56542 |
| 6 | -286.46205 |